1.
The following is a DFT calculation (wB97M-V/def2-TZVPD) of C10H11NS2 in the gas phase in a non-equilibrium geometry.

```
! wB97M-V def2-TZVPD RIJCOSX def2/J DEFGRID3
* xyz 0 1
C -1.3657 -3.5716 -1.9531
C -2.1064 -2.3408 -1.9821
C -1.7575 -1.1844 -1.4926
C -0.2044 -1.1883 -1.2519
N 0.3712 0.1430 -1.1837
C 0.4408 0.6862 0.0024
S 1.0169 2.4397 -0.2354
C 0.5728 3.2634 1.2367
C 1.0939 2.5314 2.4999
C 0.1706 1.1766 2.8203
S -0.0937 -0.1766 1.4841
C 0.5609 -2.3069 -1.1363
C 0.0090 -3.5884 -1.7915
H -1.8594 -4.4492 -2.4208
H -3.1411 -2.5856 -2.0759
H -2.3522 -0.2739 -1.3427
H -0.2981 3.8170 1.3803
H 1.0978 4.2499 1.2407
H 2.3678 2.5695 2.8154
H 0.7317 3.1001 3.4004
H -0.8563 1.4298 2.9264
H 0.3306 0.9303 3.8838
H 1.6051 -2.2428 -1.1942
H 0.5206 -4.6176 -2.0158
*
```

- frontier orbital gap (eV) = 8.99
- SMILES = c1ccc(N=C2SCCCS2)cc1
- electronic energy (Ha) = -1238.606563
- energy relative to the best compared isomer or geometry (same formula, charge and spin) (kcal per mole) = 100.7

=====

2.
The following is a DFT calculation (wB97M-V/def2-TZVPD) of 6 unconnected molecules or ions with the total composition H12O6.

```
! wB97M-V def2-TZVPD RIJCOSX def2/J DEFGRID3
* xyz 0 1
O -0.2916 -0.4022 0.2297
H 0.0512 -1.0245 0.8831
H -1.1190 -0.7957 -0.0829
O -1.2127 0.6278 -3.0285
H -2.0416 0.4729 -2.5654
H -0.7079 -0.1829 -2.9001
O 1.0247 1.6310 -1.4042
H 0.5431 1.5952 -2.2377
H 0.5459 1.0141 -0.8341
O -3.1409 -0.5984 -0.4837
H -3.4089 -0.9311 0.3798
H -3.9407 -0.6351 -1.0182
O 2.2425 -1.8338 2.2181
H 3.1265 -2.1238 2.4584
H 2.3710 -0.9396 1.8717
O 2.3112 1.1935 2.0482
H 2.1788 1.6563 2.8808
H 1.4686 1.2764 1.5849
*
```

- frontier orbital gap (eV) = 10.42
- SMILES = O.O.O.O.O.O
- electronic energy (Ha) = -458.631974
- energy relative to the best compared isomer or geometry (same formula, charge and spin) (kcal per mole) = 25.4

=====

3.
The following is a DFT calculation (wB97M-V/def2-TZVPD) of 19 unconnected molecules or ions with the total composition C72H192N10O29 in a non-equilibrium geometry.

```
! wB97M-V def2-TZVPD RIJCOSX def2/J DEFGRID3
* xyz 0 1
O 4.1604 -0.4244 2.5796
H 4.5243 -0.2356 3.4555
H 4.5378 -1.3001 2.3145
O 5.4516 -2.8958 2.0448
H 6.2028 -2.7076 1.4641
H 5.2024 -3.8011 2.1105
O 1.9534 -2.8154 -1.7019
H 2.5218 -3.3819 -1.2032
H 1.5001 -2.3465 -0.9897
O 3.3185 0.7951 0.1768
H 3.7589 0.3269 0.8944
H 3.7873 0.5974 -0.6449
O -0.0713 -4.8843 -1.3724
H 0.6769 -4.2860 -1.4993
H -0.1275 -5.2049 -2.2958
C -6.3210 0.3524 -8.9529
O -6.4720 1.0490 -7.7466
C -6.2453 2.4849 -7.9834
C -4.8260 2.8426 -7.5758
N -4.7072 2.7379 -6.1533
C -3.4758 3.1388 -5.4783
C -3.7239 3.5937 -4.0417
O -4.2357 2.5811 -3.1751
C -5.6151 2.7376 -2.8362
H -6.5291 -0.7251 -8.7835
H -5.2964 0.3524 -9.4013
H -7.0023 0.6122 -9.8039
H -6.8777 3.0370 -7.3671
H -6.3970 2.7128 -9.0420
H -4.5775 3.7992 -7.9315
H -4.2057 2.1365 -8.1679
H -5.0141 1.8093 -5.8293
H -3.0587 3.9271 -6.1351
H -2.7415 2.2841 -5.4252
H -4.3820 4.4604 -4.1663
H -2.7965 3.9413 -3.5723
H -5.7890 3.6097 -2.1882
H -5.7730 1.7905 -2.2411
H -6.2240 2.7527 -3.6775
C 0.0200 -6.0732 -8.6877
O 0.3198 -5.0704 -7.7470
C 1.5009 -5.3451 -6.9548
C 1.4150 -4.5936 -5.6357
N 0.2872 -4.9707 -4.8116
C -1.0101 -4.3879 -5.1020
C -2.0490 -4.6353 -3.9296
O -2.0405 -5.9329 -3.4856
C -2.8108 -6.0451 -2.3192
H -1.0511 -5.9788 -8.9732
H 0.0108 -7.0417 -8.1811
H 0.6824 -6.1738 -9.5102
H 2.4439 -5.0650 -7.4700
H 1.4976 -6.4114 -6.7410
H 1.3136 -3.4808 -5.7835
H 2.3514 -4.6993 -5.0351
H 0.0313 -5.9598 -5.0233
H -1.3575 -4.6629 -6.1226
H -0.9505 -3.2706 -5.2113
H -3.0710 -4.3495 -4.3775
H -1.8496 -4.0357 -3.0247
H -3.8999 -5.8272 -2.5860
H -2.4659 -5.3247 -1.6187
H -2.6792 -7.0878 -1.9200
C 6.6836 -6.2257 -2.0302
O 5.7188 -5.2557 -1.5634
C 4.3688 -5.4352 -2.0804
C 3.5544 -5.8010 -0.8836
N 3.5563 -4.6066 -0.0334
C 2.6966 -4.5322 1.1186
C 3.0264 -5.4778 2.2533
O 4.4743 -5.4209 2.3402
C 5.0656 -6.7093 2.6832
H 6.2575 -7.2070 -1.9630
H 7.4869 -6.0928 -1.3097
H 7.0246 -6.1367 -3.0707
H 4.3564 -6.2427 -2.8448
H 4.0441 -4.5256 -2.6413
H 3.9603 -6.7045 -0.4323
H 2.5656 -6.1184 -1.2682
H 4.4808 -4.2428 0.1218
H 1.6822 -4.7539 0.7516
H 2.6145 -3.5518 1.5217
H 2.8243 -6.5254 2.0458
H 2.6103 -5.1256 3.1779
H 6.1481 -6.5591 2.6447
H 4.5772 -7.5150 2.1326
H 4.8924 -7.0818 3.7296
C -1.1713 -0.3982 -10.3639
O -1.9559 -0.3175 -9.2605
C -2.3978 -1.5653 -8.7422
C -2.9969 -1.4725 -7.3993
N -2.0486 -1.1738 -6.3279
C -2.7972 -0.8798 -5.0559
C -1.8657 -0.4355 -3.9469
O -1.3111 0.8562 -4.2298
C -0.6808 1.4878 -3.0440
H -1.6342 -0.9112 -11.1908
H -0.1628 -0.8611 -10.1670
H -1.0853 0.5984 -10.8355
H -1.5819 -2.2687 -8.7356
H -3.1521 -1.9959 -9.4156
H -3.5529 -2.4102 -7.1713
H -3.8195 -0.6646 -7.4205
H -1.4806 -0.2595 -6.4808
H -3.3579 -1.7608 -4.7625
H -3.5428 -0.0943 -5.0476
H -1.0960 -1.1896 -3.7704
H -2.5105 -0.3630 -3.0603
H -0.5616 2.5438 -3.2551
H 0.2143 0.9301 -2.7628
H -1.3552 1.3456 -2.1493
C -5.6763 -0.0956 6.7028
O -6.1694 0.5304 5.5314
C -5.2305 0.8355 4.5196
C -4.7313 -0.3784 3.7241
N -3.6961 0.0381 2.7943
C -3.4402 -0.9288 1.8187
C -2.8762 -2.2593 2.3872
O -2.4131 -3.0092 1.2959
C -1.9641 -4.3554 1.5848
H -4.9807 -0.8970 6.5180
H -6.5840 -0.4717 7.1853
H -5.1729 0.6215 7.3403
H -4.4117 1.3389 5.0160
H -5.6819 1.5753 3.8665
H -5.5694 -0.7928 3.1695
H -4.5003 -1.1514 4.4877
H -2.8212 0.3484 3.2028
H -2.6493 -0.5403 1.2103
H -4.2384 -1.1342 1.1135
H -3.5570 -2.8566 2.9773
H -1.9848 -2.0419 3.0139
H -1.4219 -4.7789 0.7767
H -2.8385 -4.9883 1.9147
H -1.2014 -4.2452 2.3877
C -5.5843 -2.1111 -2.3685
O -5.6293 -1.6214 -3.6758
C -6.6720 -0.7142 -3.9457
C -8.0802 -1.3710 -3.9534
N -8.2213 -2.5699 -4.8483
C -7.9530 -2.3987 -6.2959
C -8.1745 -3.7125 -6.9572
O -7.3877 -4.7013 -6.2575
C -7.7484 -6.0471 -6.2985
H -5.6818 -1.2867 -1.6029
H -4.6569 -2.7283 -2.2296
H -6.4717 -2.7292 -2.1849
H -6.4892 -0.3701 -4.9646
H -6.7062 0.1369 -3.2153
H -8.8208 -0.5717 -4.1486
H -8.3905 -1.7892 -2.9238
H -7.6578 -3.2567 -4.4704
H -6.9512 -2.0242 -6.4717
H -8.6417 -1.7188 -6.7759
H -7.7774 -3.6007 -8.0001
H -9.2382 -3.9335 -7.0398
H -8.7879 -6.2505 -5.9905
H -7.1461 -6.4882 -5.5053
H -7.4601 -6.4437 -7.2804
C -1.3210 0.1740 5.9806
O -1.1669 1.1940 5.0238
C -1.0580 2.4771 5.5190
C -1.0395 3.4078 4.3003
N -2.1736 3.3577 3.4259
C -2.4649 4.5135 2.7009
C -3.4981 4.0628 1.6613
O -2.8597 3.0054 0.8847
C -3.3944 2.7942 -0.4041
H -0.5767 0.2926 6.7845
H -1.1030 -0.7915 5.4798
H -2.3267 0.1293 6.4103
H -0.2227 2.6853 6.1729
H -1.8870 2.6801 6.1832
H -0.1153 3.2775 3.8182
H -0.9648 4.4426 4.7980
H -2.1522 2.6082 2.7231
H -1.5754 4.9579 2.2526
H -2.9333 5.2966 3.3099
H -3.7005 4.9005 1.0446
H -4.3487 3.6342 2.2796
H -2.7747 2.0450 -0.9795
H -3.3018 3.7286 -0.9832
H -4.4757 2.4866 -0.4007
C -2.8810 5.7129 7.0071
O -1.7024 6.2098 6.4048
C -0.7173 6.5468 7.3755
C 0.4736 7.0323 6.5768
N 1.1356 6.0262 5.7927
C 2.2016 5.2604 6.5209
C 2.4048 3.9230 5.9335
O 3.2734 4.0297 4.7525
C 3.4630 2.7283 4.2430
H -3.3048 4.9524 6.3459
H -3.6136 6.5146 7.1529
H -2.6308 5.1678 7.9220
H -0.5383 5.6090 7.9760
H -1.0211 7.3717 8.0876
H 1.1800 7.4547 7.2408
H 0.1413 7.8195 5.8960
H 1.5551 6.3612 4.9114
H 1.7803 5.1596 7.5348
H 3.0638 5.8064 6.5006
H 1.4135 3.5652 5.6644
H 2.8879 3.1257 6.5250
H 2.6581 2.4191 3.5712
H 3.6463 2.0025 5.0593
H 4.3425 2.7749 3.6160
C 6.7078 4.3019 1.8687
O 6.5550 4.8930 3.1172
C 5.4722 5.7613 3.0975
C 5.4313 6.4854 4.4251
N 6.5484 7.4297 4.6395
C 6.5990 7.9802 5.9828
C 7.2357 7.0497 7.0682
O 8.5517 6.7360 6.7123
C 9.1854 6.1300 7.8128
H 5.8350 3.8885 1.4717
H 7.4878 3.5077 1.9499
H 7.1017 4.9794 1.0715
H 4.5579 5.2676 2.8693
H 5.6693 6.5331 2.3635
H 5.4659 5.8049 5.2612
H 4.4790 6.9928 4.5466
H 7.4146 6.9295 4.4867
H 5.5868 8.1393 6.3707
H 7.0773 8.9736 6.0286
H 6.6532 6.1820 7.1139
H 7.2125 7.6184 8.0169
H 9.2264 6.7520 8.6959
H 10.1964 5.9632 7.4876
H 8.7122 5.2174 8.1630
C 4.4998 -2.3158 -4.3997
O 5.3136 -1.2931 -3.8794
C 5.5098 -1.4596 -2.4630
C 6.1531 -0.1640 -1.9628
N 5.1642 0.8958 -2.1035
C 5.5816 2.2059 -1.6528
C 4.4691 3.2283 -1.9186
O 4.2709 3.2349 -3.2956
C 2.9900 3.7649 -3.6084
H 5.0521 -3.2776 -4.3822
H 4.0397 -2.0516 -5.3340
H 3.6507 -2.5176 -3.7167
H 6.2763 -2.2116 -2.1790
H 4.5454 -1.5595 -1.9417
H 7.1259 -0.0916 -2.4254
H 6.2944 -0.2642 -0.9025
H 4.9058 0.9371 -3.0969
H 6.4933 2.5664 -2.1376
H 5.7978 2.0166 -0.5770
H 4.6845 4.2188 -1.4454
H 3.5165 2.8092 -1.4535
H 2.8913 4.8238 -3.2369
H 2.1872 3.1177 -3.1953
H 2.9701 3.7508 -4.7178
C 2.0146 4.2109 0.9594
C 2.1258 5.6943 0.5786
C 1.6850 6.5329 1.7983
O 3.3900 6.1562 0.1865
H 2.3874 3.5899 0.0679
H 0.9679 3.9574 1.0821
H 2.5275 3.9861 1.8678
H 1.4936 5.8627 -0.2869
H 0.8509 6.1912 2.4246
H 1.4017 7.5253 1.4405
H 2.5331 6.3686 2.4286
H 4.0297 5.9734 0.8867
C -2.5183 -3.9024 6.4357
C -1.2130 -4.6215 6.2943
C -1.0781 -5.7143 5.2284
O -0.3095 -3.6331 5.7910
H -2.6751 -3.3781 5.4885
H -2.4263 -3.1892 7.2308
H -3.3454 -4.6206 6.6003
H -0.8405 -5.0891 7.1874
H -2.0106 -6.2476 5.2061
H -0.2395 -6.3788 5.4552
H -0.9456 -5.3434 4.1798
H -0.0549 -3.0752 6.5513
C 0.7003 -0.6458 2.7654
C 0.2707 -0.5143 1.3019
C -0.0152 0.9897 1.0086
O 1.2120 -1.0779 0.4398
H -0.0022 -0.3585 3.5371
H 1.6240 -0.0333 2.9286
H 0.8943 -1.7466 2.9633
H -0.6939 -1.0175 1.2397
H -0.5249 1.4794 1.8394
H -0.5050 1.2116 0.0570
H 0.9253 1.4198 0.9361
H 1.8602 -0.3843 0.2893
C 3.3436 -3.0561 6.3064
C 3.3942 -1.8593 5.4652
C 2.5091 -0.7226 5.9928
O 4.7062 -1.3449 5.2563
H 2.3082 -3.4621 6.3944
H 3.8548 -2.8699 7.2516
H 3.9097 -3.7985 5.8015
H 3.0391 -2.1683 4.4628
H 2.6042 -0.0109 5.2013
H 2.7059 -0.5059 7.0285
H 1.4505 -1.0202 5.8623
H 5.1782 -2.1589 5.0512
*
```

- frontier orbital gap (eV) = 8.48
- electronic energy (Ha) = -5587.353163

=====

4.
The following is a DFT calculation (wB97M-V/def2-TZVPD) of C19H24N2O3S in the gas phase in a non-equilibrium geometry.

```
! wB97M-V def2-TZVPD RIJCOSX def2/J DEFGRID3
* xyz 0 1
O -0.6800 -1.8222 1.8970
S -1.2700 -0.5850 1.4603
O -1.4319 0.4364 2.4467
C -2.8448 -0.8990 0.6737
C -3.7340 0.1564 0.5951
C -4.9312 -0.0192 -0.0783
C -5.2177 -1.2412 -0.6681
C -4.3155 -2.2899 -0.5847
C -3.1148 -2.1214 0.0882
N -0.3395 0.0507 0.2097
C -0.1432 -0.7588 -0.9836
C 0.7948 -1.9718 -0.7945
O 0.1139 -3.0929 -0.2974
C 2.0389 -1.6479 0.0517
N 2.9885 -0.8421 -0.7023
C 2.9888 0.5671 -0.3409
C 3.9346 0.7144 0.8724
C 4.8500 -0.5164 0.7799
C 4.3788 -1.2205 -0.5089
C -0.5938 1.4282 0.0091
C -1.3303 1.8965 -1.0740
C -1.5563 3.2538 -1.2215
C -1.0637 4.1508 -0.2898
C -0.3361 3.6846 0.7928
C -0.0953 2.3315 0.9420
H -3.4782 1.0892 1.0723
H -5.6370 0.7947 -0.1439
H -6.1508 -1.3769 -1.1944
H -4.5424 -3.2393 -1.0452
H -2.3964 -2.9225 0.1635
H 0.3090 -0.1073 -1.7339
H -1.0993 -1.1378 -1.3726
H 1.1303 -2.2621 -1.7977
H -0.1180 -2.8960 0.6298
H 1.7191 -1.1719 0.9866
H 2.4936 -2.6097 0.3022
H 3.3878 1.1249 -1.1939
H 1.9830 0.9215 -0.1351
H 3.3645 0.7076 1.8010
H 4.4916 1.6483 0.8251
H 5.9036 -0.2486 0.7266
H 4.7078 -1.1715 1.6391
H 4.9422 -0.8403 -1.3666
H 4.4935 -2.3026 -0.4751
H -1.7331 1.2037 -1.7976
H -2.1290 3.6081 -2.0660
H -1.2469 5.2083 -0.4067
H 0.0515 4.3785 1.5232
H 0.4635 1.9595 1.7847
*
```

- frontier orbital gap (eV) = 8.98
- SMILES = O=S(=O)(c1ccccc1)N(C[C@H](O)CN1CCCC1)c1ccccc1
- electronic energy (Ha) = -1471.799786
- energy relative to the best compared isomer or geometry (same formula, charge and spin) (kcal per mole) = 40.4